{
  "formula": "C6H7N",
  "method": "ωB97M-V with the def2-TZVPD basis set",
  "charge": 0,
  "e_tot_ha": -287.3955,
  "homo_lumo_gap_ev": 8.4163,
  "de_lowest_kcal_mol": 120.3,
  "elements": ["C", "C", "C", "C", "C", "C", "N", "H", "H", "H", "H", "H", "H", "H"],
  "xyz": [[2.5888, 0.3634, 0.3984], [1.7393, 0.2689, -0.8734], [-2.4141, -0.4387, -0.6675], [1.8804, -0.6146, 0.9461], [1.0435, -0.7653, -0.4463], [-2.4246, 0.4919, 0.3932], [-2.4091, -1.2648, -1.4652], [3.2661, 1.2126, 0.7804], [1.7188, 0.7520, -1.8542], [2.0278, -1.2210, 1.7476], [0.2728, -1.2528, -0.9325], [-2.6462, 0.0738, 1.4217], [-3.1133, 1.3521, 0.2064], [-1.5305, 1.0425, 0.3452]],
  "atomic_forces_ev_per_a": [[0.33, 2.51, 0.76], [0.16, 0.52, -1.61], [-0.43, -1.50, -0.76], [-0.12, 0.23, -2.64], [1.66, 1.41, 1.51], [-1.65, 1.73, 1.68], [0.06, 0.19, -0.09], [-0.82, -1.94, -0.60], [0.17, 0.08, 0.46], [0.02, -1.40, 2.47], [-1.41, -1.41, -0.36], [0.45, 0.32, -1.37], [-0.17, -1.02, 0.04], [1.74, 0.28, 0.51]]
}